Entry 1:
{"formula": "H28O14", "method": "wB97M-V/def2-TZVPD", "symbols": ["O", "H", "H", "O", "H", "H", "O", "H", "H", "O", "H", "H", "O", "H", "H", "O", "H", "H", "O", "H", "H", "O", "H", "H", "O", "H", "H", "O", "H", "H", "O", "H", "H", "O", "H", "H", "O", "H", "H", "O", "H", "H"], "xyz": [[11.77388, -4.50098, -7.67766], [11.70139, -3.57832, -7.53087], [12.49968, -4.83610, -7.17379], [17.93695, -7.98080, -8.81868], [18.75631, -8.45065, -8.72673], [17.52413, -8.21614, -8.01129], [16.75216, -5.62373, -10.22383], [16.23708, -6.04162, -10.93512], [16.89927, -6.25857, -9.47074], [18.40907, -5.88684, -4.33827], [18.30793, -5.79817, -3.40480], [17.46006, -5.95508, -4.61005], [16.00439, -5.98002, -7.03236], [15.17983, -5.54335, -6.67455], [16.21113, -6.65813, -6.38047], [15.68226, -6.44866, -4.39755], [14.99166, -7.01137, -4.05959], [15.17532, -5.85514, -4.84719], [16.01762, -8.78947, -6.52764], [15.16227, -9.06102, -6.20491], [16.61855, -8.89242, -5.82528], [16.88939, -3.49070, -6.32191], [16.66487, -4.31477, -6.69962], [17.45450, -3.06080, -6.94821], [12.90442, -7.39905, -6.66509], [13.14159, -7.24288, -5.77643], [12.00438, -7.25217, -6.54934], [18.54943, -5.61511, -7.55520], [19.04952, -6.26407, -8.09521], [17.65167, -5.88083, -7.66093], [14.81655, -7.76378, -9.15067], [15.08588, -7.70678, -8.25935], [15.52962, -8.18902, -9.62423], [14.63601, -4.08284, -9.37555], [15.39623, -4.66077, -9.50432], [14.75582, -3.65429, -8.53216], [17.46800, -8.83614, -4.19538], [17.42086, -7.91595, -4.04513], [18.41360, -9.07271, -4.03527], [13.86433, -4.69741, -5.94996], [13.76383, -3.84235, -6.42556], [13.16547, -4.84012, -5.35813]], "forces_ev_per_a": [[-1.2, -1.1, -0.7], [-0.1, 1.3, 0.2], [0.6, -0.5, -0.1], [0.2, 0.1, -1.1], [0.9, -0.3, -0.4], [-1.3, -0.3, 1.4], [0.3, -0.4, 0.6], [0.3, -0.2, 0.8], [-0.4, 0.5, -1.6], [-1.1, -0.6, -1.0], [0.2, 0.3, 1.2], [1.3, 0.4, 0.0], [-1.4, 0.6, 0.3], [0.9, -0.8, -1.0], [0.0, -0.3, -0.1], [1.3, -2.5, 2.1], [0.1, -0.9, 0.7], [-1.8, 3.4, -2.1], [-0.9, 0.5, -2.0], [-0.4, -0.2, 0.0], [1.4, -0.5, 2.0], [-0.6, 1.7, 1.3], [0.0, -1.6, -0.7], [0.6, 0.2, -0.5], [1.8, -0.5, -0.9], [1.3, 0.1, 1.6], [-3.1, 0.2, -0.7], [2.2, -0.2, -0.4], [-0.6, 0.9, 0.5], [-0.9, -0.1, -0.1], [-0.9, -0.1, -1.8], [0.5, 0.2, 1.6], [0.3, -0.2, 0.0], [-0.8, 0.3, 0.0], [0.5, -0.2, -0.1], [0.3, 0.2, 0.2], [1.2, -2.2, 0.0], [0.2, 1.9, 0.3], [-1.2, 0.3, -0.2], [1.8, 1.0, -1.3], [0.2, -0.6, 0.9], [-1.7, 0.2, 1.2]], "mulliken_charge": [-0.63, 0.29, 0.53, -0.67, 0.27, 0.36, -0.74, 0.31, 0.36, -0.61, 0.31, 0.35, 0.40, 0.05, 0.24, -0.54, 0.32, -0.12, -0.58, 0.26, 0.32, -0.67, 0.35, 0.37, -0.51, 0.23, 0.28, -0.62, 0.37, 0.10, -0.67, 0.18, 0.33, -0.62, 0.47, 0.30, -0.72, 0.34, 0.32, -0.80, 0.26, 0.24], "multiplicity": 1, "gap_ev": 9.531, "e_homo_ev": -10.279}

***

Entry 2:
{"formula": "H28O14", "method": "wB97M-V/def2-TZVPD", "symbols": ["H", "H", "H", "H", "H", "H", "H", "H", "H", "H", "H", "H", "H", "H", "H", "H", "H", "H", "H", "H", "H", "H", "H", "H", "H", "H", "H", "H", "O", "O", "O", "O", "O", "O", "O", "O", "O", "O", "O", "O", "O", "O"], "xyz": [[-0.80376, 0.09615, 0.90423], [0.65933, 0.12321, 1.31496], [0.81801, 4.72409, -0.67649], [0.30000, 3.83766, -1.79718], [-2.02450, 3.68139, 1.19483], [-3.40584, 3.78322, 1.82059], [1.27794, -3.17786, 1.68388], [2.20703, -2.79795, 0.54261], [-1.93635, 0.88917, -2.71967], [-1.18995, 1.18922, -1.43013], [-4.87080, -0.91616, -0.33994], [-4.96264, 0.24457, -1.31683], [3.08757, -0.91455, -2.68693], [4.03232, -0.45015, -1.59065], [0.90258, -0.55839, 3.23782], [2.26491, -0.71834, 3.89244], [-0.63273, -3.16516, 0.62519], [0.26868, -2.96270, -0.58167], [4.91530, 1.50845, -0.45265], [3.98673, 0.89143, 0.58035], [0.11318, 2.94934, 0.47950], [0.65860, 3.69060, 1.68908], [-0.38939, -2.43605, -2.93506], [-1.12001, -2.55898, -1.60798], [-3.92845, -3.37748, 1.48232], [-3.46683, -2.01280, 0.99797], [1.25725, -0.72461, -0.29716], [2.46500, -0.59594, -1.21085], [0.08779, 0.02297, 0.54536], [0.00222, 4.42723, -1.09523], [-2.95761, 3.76294, 0.96756], [1.50792, -3.41785, 0.77917], [-1.06386, 1.12297, -2.38339], [-5.49760, -0.43561, -0.89238], [3.81942, -1.21540, -2.13659], [1.32163, -0.72080, 4.09047], [0.06661, -2.59513, 0.28612], [4.86999, 0.80474, 0.20442], [0.80213, 3.56944, 0.74372], [-1.00566, -3.00181, -2.45640], [-4.25500, -2.49552, 1.27140], [1.81880, -0.06956, -0.72676]], "forces_ev_per_a": [[-0.1, -0.3, 0.1], [0.1, 0.3, -0.2], [-0.4, -0.1, -0.1], [-0.2, 0.1, -0.2], [0.0, 0.2, -0.2], [-0.1, 0.0, -0.1], [0.4, -0.2, -0.2], [0.4, -0.3, 0.2], [0.1, 0.1, -0.1], [0.2, 0.0, -0.1], [-0.3, -0.2, 0.0], [-0.2, 0.0, 0.0], [0.3, -0.1, -0.5], [0.7, 0.1, 0.1], [0.0, -0.1, 0.2], [0.0, 0.0, 0.1], [-0.2, 0.0, -0.2], [-0.2, -0.2, 0.3], [0.1, 0.1, 0.1], [-0.1, 0.0, -0.1], [0.2, 0.2, -0.3], [0.3, -0.1, 0.2], [-0.1, 0.0, -0.1], [-0.2, 0.2, 0.0], [-0.1, 0.0, 0.0], [0.0, -0.1, 0.1], [-0.1, 0.1, -0.5], [-0.1, 0.0, 0.4], [-2.3, 1.2, 1.9], [-0.6, 0.8, -2.2], [0.1, -0.2, 0.2], [10.6, -5.4, 4.0], [-0.2, -0.1, 0.1], [0.3, 0.1, 0.0], [-0.1, -0.1, -0.2], [0.0, 0.0, -0.3], [-11.0, 5.3, -4.0], [-0.1, -0.1, -0.3], [0.7, -1.1, 2.7], [0.2, -0.1, 0.0], [0.2, 0.1, -0.1], [1.6, -0.4, -0.8]], "mulliken_charge": [0.20, 0.20, 0.34, 0.31, 0.29, 0.32, 0.35, 0.27, 0.29, 0.26, 0.29, 0.31, 0.32, 0.36, 0.29, 0.34, 0.27, 0.39, 0.33, 0.31, 0.28, 0.29, 0.33, 0.27, 0.32, 0.29, 0.33, 0.30, -0.41, -0.65, -0.60, -0.63, -0.57, -0.60, -0.72, -0.64, -0.60, -0.66, -0.59, -0.64, -0.62, -0.54], "multiplicity": 1, "gap_ev": 7.210, "e_homo_ev": -8.024}

***

Entry 3:
{"formula": "H28O14", "method": "wB97M-V/def2-TZVPD", "symbols": ["H", "H", "H", "H", "H", "H", "H", "H", "H", "H", "H", "H", "H", "H", "H", "H", "H", "H", "H", "H", "H", "H", "H", "H", "H", "H", "H", "H", "O", "O", "O", "O", "O", "O", "O", "O", "O", "O", "O", "O", "O", "O"], "xyz": [[1.01383, -0.47277, 1.91669], [-0.31382, -0.76141, 1.11181], [-0.11198, -4.10453, -0.25790], [-0.95436, -2.93890, -0.52640], [3.33883, -1.81467, -1.05528], [4.37595, -1.31554, -0.02889], [3.33063, 2.51730, 1.53484], [2.74895, 3.35668, 2.81891], [-0.45020, 0.96606, -2.91602], [-1.56048, 1.71433, -2.27086], [-0.85868, 4.30562, -1.63532], [0.20684, 3.40988, -1.35063], [5.14951, -1.71028, 2.95608], [5.42687, -0.48353, 2.07789], [2.84975, 0.29832, -2.20929], [3.65039, 1.64988, -1.76845], [-3.72483, 0.95913, 0.81764], [-4.74394, -0.14952, 0.97010], [-5.37199, -1.64950, -0.09960], [-3.90013, -1.96036, -0.19175], [0.52647, -2.01892, -3.26662], [1.12603, -2.74119, -2.08154], [-3.02150, -1.40674, 3.45063], [-4.35497, -2.09711, 2.95303], [-1.13264, -1.23324, -0.71005], [-1.88023, -0.25492, -1.36472], [-1.41775, 4.24457, -0.08683], [-0.49860, 3.68544, 0.99581], [0.41726, -0.16803, 1.12102], [-0.19123, -3.33521, -0.94461], [4.11753, -2.05981, -0.48343], [3.36797, 2.64012, 2.54660], [-0.89034, 1.89029, -2.92253], [-0.67903, 3.41952, -1.24287], [5.81898, -1.16732, 2.52579], [2.76900, 1.14720, -1.79296], [-4.10350, 0.30223, 1.40845], [-4.47899, -1.17437, -0.26005], [0.64946, -2.86391, -2.94541], [-3.81585, -1.94281, 3.72448], [-1.02323, -0.38521, -1.14917], [-1.40599, 3.70323, 0.63143]], "forces_ev_per_a": [[-1.9, 0.8, -2.3], [-0.8, -0.6, 0.2], [0.3, 1.6, -1.9], [-0.5, 0.4, -0.1], [1.4, -0.2, 1.1], [0.8, 2.7, 1.5], [-0.3, 0.6, 2.5], [0.6, -0.8, -0.8], [-0.8, 2.2, -0.3], [-0.4, 0.5, 0.5], [-0.1, -0.9, -0.3], [4.8, -0.9, -0.8], [0.0, 0.3, -0.2], [-1.7, 2.5, -1.4], [0.6, -0.3, -0.4], [-1.9, -1.7, -0.4], [-0.2, 0.0, 0.0], [-2.2, -1.3, -1.8], [1.8, 1.2, -0.8], [-0.1, 0.7, -0.1], [-0.4, 2.9, -1.2], [-1.0, -0.2, -1.5], [-1.6, -0.7, 0.1], [0.0, 0.3, -0.4], [0.8, 0.0, 0.0], [-4.6, 1.3, -1.5], [0.1, 1.9, -1.7], [-1.0, 0.1, -0.6], [3.0, -0.1, 2.5], [-0.6, -3.0, 4.1], [-2.1, -2.5, -2.6], [-0.4, 0.1, -1.8], [1.3, -3.8, -1.6], [-2.4, 2.4, -3.5], [1.8, -2.8, 1.7], [1.3, 2.1, 0.8], [3.2, 3.3, 3.8], [-2.4, -4.0, -1.3], [2.1, -2.0, 0.7], [1.5, 0.5, 0.3], [3.5, -1.2, 1.1], [-1.5, -1.4, 8.1]], "mulliken_charge": [0.29, 0.24, 0.31, 0.23, 0.29, 0.29, 0.32, 0.31, 0.30, 0.33, 0.31, 0.28, 0.32, 0.28, 0.27, 0.30, 0.26, 0.35, 0.35, 0.28, 0.28, 0.34, 0.32, 0.29, 0.01, 0.30, 0.32, 0.29, -0.53, -0.50, -0.58, -0.64, -0.61, -0.63, -0.60, -0.58, -0.57, -0.67, -0.62, -0.61, -0.35, -0.56], "multiplicity": 1, "gap_ev": 8.279, "e_homo_ev": -9.028}

***

Entry 4:
{"formula": "H28O14", "method": "wB97M-V/def2-TZVPD", "symbols": ["O", "H", "H", "O", "H", "H", "O", "H", "H", "O", "H", "H", "O", "H", "H", "O", "H", "H", "O", "H", "H", "O", "H", "H", "O", "H", "H", "O", "H", "H", "O", "H", "H", "O", "H", "H", "O", "H", "H", "O", "H", "H"], "xyz": [[-0.04726, -4.49636, 0.64559], [-0.60174, -3.80919, 0.20459], [-0.63562, -4.89209, 1.25728], [-1.14445, -2.59490, -1.12785], [-0.36027, -2.34365, -1.65687], [-1.59800, -3.29590, -1.59352], [-0.09260, -0.26134, 0.33819], [0.01703, 0.43236, -0.32280], [-0.32960, -1.03580, -0.14733], [0.04651, 3.96181, -0.80616], [-0.57882, 3.34869, -0.49782], [0.69330, 3.47864, -1.33256], [-1.99714, 2.33001, -0.15845], [-2.69847, 2.52371, -0.77652], [-2.33711, 1.71328, 0.47987], [-1.61296, -2.44675, 2.25457], [-0.65659, -2.34247, 2.30360], [-2.06588, -2.05641, 3.01108], [1.19778, -1.82864, -2.26647], [1.65004, -1.00436, -2.11923], [1.59677, -2.08351, -3.11746], [-2.21066, 0.30777, 1.76056], [-2.89474, -0.30788, 1.49930], [-1.45052, -0.14469, 1.35496], [1.10832, 2.17762, -2.52823], [0.29157, 1.66976, -2.75567], [1.53086, 1.60177, -1.92453], [2.88021, 3.01621, -0.09957], [3.77261, 2.60108, -0.08843], [2.27997, 2.30385, 0.07660], [1.53212, 1.10346, 2.22506], [1.09727, 0.62773, 1.49342], [0.94412, 0.72956, 2.93566], [-0.29987, 0.03992, 3.88158], [-0.87968, -0.00073, 3.14195], [-0.82429, 0.14210, 4.69216], [-0.92415, 0.50466, -2.52924], [-0.65319, -0.37413, -2.79820], [-1.61416, 0.27800, -1.91470], [2.27315, 0.33439, -1.02914], [2.54136, -0.39305, -0.35802], [3.05480, 0.48548, -1.60730]], "forces_ev_per_a": [[0.3, 1.2, -1.3], [0.7, -0.5, 0.4], [-0.8, -0.7, 1.1], [0.1, 0.6, 0.1], [0.0, -0.5, 0.0], [-0.1, -0.2, -0.2], [0.5, 0.5, 0.4], [-0.2, 0.3, -0.1], [-0.3, -1.1, -0.5], [1.3, 1.9, -0.3], [-1.2, -1.3, 0.6], [-0.2, 0.0, -0.1], [0.2, 0.1, -0.6], [-0.3, 0.2, -0.2], [-0.3, -0.6, 0.9], [-0.5, -0.4, -0.6], [-0.1, 0.1, 0.6], [0.7, 0.0, 0.0], [0.1, -0.8, -1.4], [0.1, 1.2, 0.8], [-0.5, -0.4, 0.3], [-0.4, 0.0, 0.1], [-0.6, -0.2, 0.2], [0.4, 0.5, -0.3], [-1.0, 0.2, -1.8], [0.7, 0.9, 0.3], [0.6, -0.5, 0.9], [1.7, 0.2, -0.4], [-1.0, 0.5, 0.1], [-0.5, -0.4, 0.5], [-1.0, -1.1, 0.0], [0.6, 0.4, 0.1], [1.1, 0.9, -0.1], [0.8, -0.4, 1.7], [-1.4, 0.2, -0.7], [0.2, 0.1, -0.6], [-0.2, -0.7, -0.2], [0.4, -0.3, -0.5], [-0.7, 0.5, 0.6], [1.7, -2.3, 1.0], [-0.5, 1.9, -1.4], [-0.4, 0.0, 0.8]], "mulliken_charge": [-0.62, 0.36, 0.33, -0.79, 0.30, 0.33, -0.34, 0.24, 0.20, -0.68, 0.41, 0.35, -0.63, 0.27, 0.34, -0.61, 0.38, 0.28, -0.63, 0.33, 0.34, -0.78, 0.38, 0.49, -0.80, 0.51, 0.35, -0.57, 0.29, 0.27, -0.70, 0.21, 0.49, -0.72, 0.30, 0.30, -0.63, 0.29, 0.32, -0.75, 0.30, 0.25], "multiplicity": 1, "gap_ev": 8.738, "e_homo_ev": -9.236}

***

Summary of E in Eh
-1070.09210, -1069.88689, -1069.87735, -1070.12949
(order as listed above)